{"formula": "C8H10N2O2", "method": "ωB97M-V with the def2-TZVPD basis set", "symbols": ["C", "C", "C", "C", "C", "C", "C", "C", "H", "H", "H", "H", "H", "H", "H", "H", "H", "H", "N", "N", "O", "O"], "coordinates": [[0.903, 3.317, 2.169], [0.277, 1.453, 0.725], [1.003, 1.858, -0.356], [0.966, 1.121, -1.580], [0.270, -0.068, -1.661], [-0.568, -0.476, -0.515], [-0.551, 0.319, 0.614], [-1.187, -1.902, -0.555], [2.012, 3.311, 1.810], [0.818, 3.366, 3.333], [0.403, 4.188, 1.646], [1.476, 2.756, -0.367], [1.444, 1.302, -2.573], [0.073, -0.780, -2.397], [-1.225, -0.094, 1.333], [-2.612, -1.066, 0.002], [-0.809, -3.807, -0.277], [1.134, -2.381, 0.277], [-2.412, -2.020, -0.255], [-0.373, -2.972, -0.669], [0.233, 2.034, 1.967], [1.029, -2.732, -0.639]], "e_tot_ev": -15529.4247, "e_above_lowest_kcal_mol": 105.7, "molar_mass_g_mol": 166.180, "lumo_energy_ev": 0.7, "max_force_ev_per_a": 4.6}

***

{"formula": "C35H53BCl2N10OSi4TeTi", "method": "ωB97M-V with the def2-TZVPD basis set", "symbols": ["Ti", "C", "C", "C", "C", "C", "N", "N", "B", "N", "N", "C", "C", "C", "C", "C", "N", "N", "C", "C", "C", "C", "C", "H", "H", "H", "H", "H", "H", "H", "H", "H", "H", "H", "H", "H", "H", "H", "H", "H", "H", "H", "H", "H", "H", "Cl", "C", "C", "C", "Cl", "C", "C", "C", "C", "N", "C", "C", "O", "H", "H", "H", "H", "N", "C", "N", "C", "N", "C", "Si", "C", "C", "Si", "Te", "Si", "C", "C", "C", "Si", "C", "C", "C", "H", "H", "H", "H", "H", "H", "H", "H", "H", "H", "H", "H", "H", "H", "H", "H", "H", "H", "H", "H", "H", "H", "H", "H", "H", "H", "H"], "coordinates": [[0.297, 0.078, 0.278], [-2.701, 2.239, 0.197], [-2.126, 1.768, -1.091], [-2.694, 1.942, -2.358], [-1.876, 1.246, -3.223], [-1.991, 1.056, -4.703], [-0.885, 0.712, -2.498], [-1.012, 1.051, -1.180], [0.237, -0.248, -2.939], [1.589, 0.344, -2.497], [1.784, 0.806, -1.220], [2.994, 1.356, -1.195], [3.609, 1.949, 0.028], [3.584, 1.264, -2.463], [2.661, 0.616, -3.255], [2.741, 0.244, -4.700], [0.027, -1.630, -2.263], [0.414, -1.780, -0.961], [0.160, -3.045, -0.633], [0.498, -3.590, 0.715], [-0.386, -3.721, -1.729], [-0.451, -2.781, -2.745], [-0.970, -2.926, -4.140], [-3.749, 2.495, 0.040], [-2.185, 3.115, 0.581], [-2.629, 1.475, 0.972], [-3.599, 2.480, -2.600], [-2.820, 1.654, -5.080], [-2.177, 0.011, -4.967], [-1.082, 1.362, -5.219], [0.225, -0.365, -4.136], [2.886, 2.070, 0.830], [4.034, 2.927, -0.208], [4.419, 1.313, 0.393], [4.561, 1.618, -2.754], [3.715, 0.536, -5.093], [1.970, 0.744, -5.288], [2.619, -0.830, -4.845], [1.568, -3.508, 0.907], [0.206, -4.638, 0.771], [-0.004, -3.041, 1.510], [-0.681, -4.758, -1.779], [-0.792, -3.938, -4.504], [-0.494, -2.225, -4.822], [-2.047, -2.747, -4.176], [-1.085, -1.616, 3.872], [-2.309, -1.873, 2.690], [-3.437, -2.640, 3.093], [-4.428, -2.915, 2.226], [-5.804, -3.858, 2.758], [-4.365, -2.442, 0.888], [-5.375, -2.682, -0.076], [-5.240, -2.183, -1.323], [-4.070, -1.426, -1.626], [-3.128, -1.192, -0.775], [-3.242, -1.683, 0.490], [-2.184, -1.386, 1.424], [-1.142, -0.674, 1.061], [-3.492, -2.998, 4.113], [-6.251, -3.251, 0.206], [-6.000, -2.342, -2.078], [-3.940, -1.000, -2.618], [4.853, 0.675, 4.430], [4.225, -0.041, 3.768], [3.592, -0.954, 3.053], [2.703, -0.754, 2.172], [1.902, -0.712, 1.320], [-0.171, 7.500, 1.736], [0.055, 5.755, 1.093], [1.770, 5.581, 0.414], [-1.128, 5.571, -0.338], [-0.255, 4.228, 2.813], [0.479, 1.940, 2.299], [-2.367, 4.321, 3.794], [-2.537, 5.877, 4.822], [-3.812, 4.347, 2.618], [-2.568, 2.850, 4.913], [1.309, 4.682, 4.487], [3.018, 4.499, 3.772], [1.224, 6.398, 5.238], [1.063, 3.460, 5.869], [0.121, 8.232, 0.975], [0.427, 7.679, 2.633], [-1.218, 7.683, 2.002], [1.910, 6.250, -0.442], [1.945, 4.549, 0.090], [2.524, 5.816, 1.171], [-0.945, 6.374, -1.061], [-2.171, 5.633, -0.015], [-0.995, 4.615, -0.851], [-2.470, 6.775, 4.199], [-1.753, 5.944, 5.580], [-3.507, 5.884, 5.332], [-3.696, 5.109, 1.842], [-4.724, 4.571, 3.183], [-3.944, 3.386, 2.124], [-1.909, 2.927, 5.784], [-2.294, 1.931, 4.384], [-3.603, 2.766, 5.261], [3.330, 5.424, 3.275], [3.050, 3.685, 3.043], [3.739, 4.261, 4.561], [1.452, 7.174, 4.502], [1.967, 6.467, 6.041], [0.243, 6.625, 5.664], [0.806, 2.473, 5.475], [0.258, 3.784, 6.539], [1.987, 3.363, 6.447]], "charge": -1, "e_tot_ev": -141756.8129, "e_above_lowest_kcal_mol": 0.0, "molar_mass_g_mol": 999.407, "lumo_energy_ev": [2.1, 2.1], "multiplicity": 2, "max_force_ev_per_a": 1.9}

***

{"formula": "C7H19N2OSr", "method": "ωB97M-V with the def2-TZVPD basis set", "symbols": ["C", "Sr", "N", "H", "H", "H", "H", "H", "H", "H", "H", "O", "C", "C", "C", "C", "C", "C", "N", "H", "H", "H", "H", "H", "H", "H", "H", "H", "H", "H"], "coordinates": [[0.181, 1.359, -2.552], [-0.486, 0.479, -0.606], [-0.638, -1.052, 1.527], [0.891, -1.305, -1.410], [0.202, -0.892, 2.094], [-0.665, 0.009, -2.345], [0.633, 1.085, -3.505], [1.007, 1.669, -1.905], [-0.530, 2.160, -2.711], [-1.435, -0.828, 2.132], [-0.685, -2.057, 1.336], [0.354, 1.973, 1.022], [0.827, 2.296, 2.160], [0.518, 3.615, 2.774], [-0.307, 3.537, 4.062], [0.493, 3.075, 5.282], [1.033, 1.657, 5.172], [2.152, 1.509, 4.135], [1.615, 1.396, 2.776], [1.475, 4.127, 2.966], [-0.035, 4.191, 2.024], [-0.703, 4.541, 4.271], [-1.180, 2.884, 3.917], [1.324, 3.771, 5.458], [-0.162, 3.128, 6.160], [1.451, 1.359, 6.141], [0.223, 0.948, 4.952], [2.848, 2.360, 4.207], [2.715, 0.592, 4.339], [2.064, 0.729, 2.140]], "charge": -1, "e_tot_ev": -13424.9796, "e_above_lowest_kcal_mol": 19.5, "molar_mass_g_mol": 234.862, "lumo_energy_ev": [2.8, 2.7], "max_force_ev_per_a": 5.7}

***

{"formula": "C76H164N8O12", "method": "ωB97M-V with the def2-TZVPD basis set", "symbols": ["C", "C", "O", "O", "H", "H", "H", "H", "H", "H", "C", "C", "O", "O", "H", "H", "H", "H", "H", "H", "C", "C", "C", "C", "C", "C", "N", "O", "C", "C", "C", "H", "H", "H", "H", "H", "H", "H", "H", "H", "H", "H", "H", "H", "H", "H", "H", "H", "H", "H", "C", "C", "C", "C", "C", "C", "N", "O", "C", "C", "C", "H", "H", "H", "H", "H", "H", "H", "H", "H", "H", "H", "H", "H", "H", "H", "H", "H", "H", "H", "C", "C", "C", "C", "C", "C", "N", "O", "C", "C", "C", "H", "H", "H", "H", "H", "H", "H", "H", "H", "H", "H", "H", "H", "H", "H", "H", "H", "H", "H", "C", "C", "C", "C", "C", "C", "N", "O", "C", "C", "C", "H", "H", "H", "H", "H", "H", "H", "H", "H", "H", "H", "H", "H", "H", "H", "H", "H", "H", "H", "C", "C", "C", "C", "C", "C", "N", "O", "C", "C", "C", "H", "H", "H", "H", "H", "H", "H", "H", "H", "H", "H", "H", "H", "H", "H", "H", "H", "H", "H", "C", "C", "C", "C", "C", "C", "N", "O", "C", "C", "C", "H", "H", "H", "H", "H", "H", "H", "H", "H", "H", "H", "H", "H", "H", "H", "H", "H", "H", "H", "C", "C", "C", "C", "C", "C", "N", "O", "C", "C", "C", "H", "H", "H", "H", "H", "H", "H", "H", "H", "H", "H", "H", "H", "H", "H", "H", "H", "H", "H", "C", "C", "C", "C", "C", "C", "N", "O", "C", "C", "C", "H", "H", "H", "H", "H", "H", "H", "H", "H", "H", "H", "H", "H", "H", "H", "H", "H", "H", "H"], "coordinates": [[-3.946, -3.024, 1.199], [-3.704, -4.131, 0.223], [-2.701, -3.711, -0.713], [-2.822, -2.905, 2.052], [-4.812, -3.253, 1.857], [-4.077, -2.066, 0.621], [-4.625, -4.218, -0.359], [-3.426, -5.100, 0.619], [-1.890, -3.581, -0.205], [-3.029, -3.346, 2.945], [-1.639, 4.241, 6.722], [-1.434, 2.767, 6.404], [-0.039, 2.482, 6.459], [-1.038, 4.599, 7.915], [-2.715, 4.441, 6.849], [-1.247, 4.748, 5.874], [-1.785, 2.521, 5.393], [-1.901, 2.095, 7.149], [0.063, 1.533, 6.350], [-0.164, 4.150, 7.790], [-2.999, -6.289, 3.857], [-3.117, -5.333, 5.043], [-1.690, -4.920, 5.535], [-1.750, -3.824, 6.496], [-2.432, -2.584, 5.898], [-3.859, -2.843, 5.384], [-3.784, -4.074, 4.587], [-4.974, -4.496, 4.004], [-4.873, -2.875, 6.591], [-4.297, -1.691, 4.484], [-3.880, -6.097, 6.181], [-3.882, -6.948, 3.787], [-2.118, -6.904, 4.081], [-2.770, -5.778, 2.904], [-1.216, -5.887, 5.883], [-1.084, -4.625, 4.689], [-0.738, -3.540, 6.850], [-2.277, -4.170, 7.432], [-1.852, -2.371, 5.038], [-2.442, -1.691, 6.538], [-4.596, -3.694, 7.241], [-4.977, -1.884, 7.079], [-5.842, -3.053, 6.092], [-3.633, -1.378, 3.650], [-5.209, -1.967, 3.977], [-4.501, -0.826, 5.044], [-3.866, -5.460, 7.063], [-3.137, -6.816, 6.442], [-4.818, -6.502, 5.829], [-5.578, -4.698, 4.710], [5.956, 4.729, 1.265], [5.308, 4.832, -0.146], [4.569, 3.481, -0.428], [3.138, 3.419, 0.038], [2.258, 4.599, -0.379], [2.905, 5.889, 0.122], [4.303, 5.970, -0.436], [4.950, 7.190, -0.084], [2.056, 6.964, -0.509], [2.961, 6.005, 1.647], [6.512, 4.903, -1.144], [6.828, 4.095, 1.274], [5.230, 4.442, 2.026], [6.383, 5.722, 1.437], [4.545, 3.402, -1.494], [5.136, 2.594, -0.032], [3.116, 3.154, 1.139], [2.707, 2.491, -0.320], [1.275, 4.616, 0.092], [2.212, 4.580, -1.469], [1.904, 6.870, -1.588], [1.042, 6.766, -0.076], [2.417, 7.928, -0.143], [3.907, 6.557, 1.855], [2.057, 6.511, 2.045], [3.006, 5.102, 2.171], [7.136, 5.738, -0.925], [6.190, 4.925, -2.158], [7.211, 4.021, -0.982], [4.525, 7.755, -0.738], [-6.925, -1.698, -3.363], [-5.837, -0.690, -3.309], [-5.021, -0.872, -1.966], [-3.703, -0.127, -2.005], [-2.878, -0.648, -3.149], [-3.579, -0.308, -4.515], [-4.930, -0.936, -4.430], [-5.623, -0.817, -5.676], [-3.640, 1.191, -4.836], [-2.800, -1.110, -5.527], [-6.389, 0.751, -3.335], [-6.567, -2.709, -3.382], [-7.618, -1.690, -4.238], [-7.463, -1.565, -2.371], [-5.675, -0.481, -1.157], [-4.861, -1.920, -1.681], [-3.199, -0.232, -1.036], [-3.877, 0.935, -2.119], [-2.819, -1.731, -3.000], [-1.881, -0.138, -3.130], [-3.777, 1.820, -3.942], [-2.752, 1.555, -5.359], [-4.618, 1.338, -5.440], [-2.895, -2.125, -5.233], [-3.177, -0.973, -6.544], [-1.730, -0.847, -5.558], [-7.166, 0.877, -4.119], [-5.667, 1.587, -3.530], [-6.860, 1.016, -2.419], [-5.652, -1.738, -5.902], [5.289, -4.158, 1.733], [3.989, -4.459, 2.539], [3.485, -3.214, 3.283], [2.100, -3.411, 3.856], [1.137, -3.724, 2.702], [1.541, -5.004, 1.940], [2.903, -4.767, 1.483], [3.306, -5.940, 0.746], [1.304, -6.264, 2.778], [0.582, -5.239, 0.719], [4.313, -5.708, 3.411], [5.082, -3.257, 1.176], [5.482, -4.964, 1.027], [6.095, -3.949, 2.379], [4.218, -2.895, 4.007], [3.502, -2.436, 2.507], [1.707, -2.515, 4.364], [2.087, -4.170, 4.616], [1.067, -2.897, 2.024], [0.120, -3.872, 3.080], [0.957, -5.936, 3.791], [0.534, -6.876, 2.338], [2.148, -6.942, 2.997], [0.802, -6.220, 0.373], [-0.409, -5.165, 1.111], [0.775, -4.554, -0.117], [5.253, -5.530, 3.900], [4.267, -6.542, 2.751], [3.603, -6.035, 4.152], [3.358, -5.579, -0.181], [-4.017, 4.293, -0.708], [-3.584, 4.241, 0.747], [-4.160, 5.461, 1.579], [-5.668, 5.222, 1.926], [-5.850, 3.879, 2.684], [-5.442, 2.706, 1.751], [-3.963, 3.035, 1.495], [-3.365, 1.982, 0.706], [-5.512, 1.386, 2.459], [-6.363, 2.593, 0.525], [-2.043, 4.343, 0.755], [-3.734, 5.202, -1.301], [-5.127, 4.277, -0.837], [-3.547, 3.420, -1.183], [-3.672, 5.420, 2.562], [-3.978, 6.452, 1.044], [-6.288, 5.334, 1.025], [-6.007, 6.032, 2.636], [-6.863, 3.775, 3.009], [-5.128, 3.862, 3.482], [-4.841, 1.327, 3.350], [-6.551, 1.175, 2.697], [-5.260, 0.536, 1.832], [-7.051, 3.501, 0.415], [-5.795, 2.260, -0.352], [-7.067, 1.780, 0.558], [-1.667, 5.340, 0.638], [-1.596, 3.706, -0.005], [-1.584, 4.166, 1.757], [-2.836, 1.457, 1.316], [0.209, 4.732, -6.672], [1.296, 3.701, -6.673], [2.673, 4.300, -6.255], [2.777, 4.459, -4.700], [2.578, 3.052, -4.097], [1.206, 2.480, -4.471], [1.046, 2.463, -5.944], [-0.224, 1.963, -6.324], [1.188, 1.017, -4.039], [0.017, 3.148, -3.794], [1.509, 3.212, -8.099], [0.065, 5.326, -5.735], [-0.690, 4.244, -6.981], [0.464, 5.480, -7.461], [3.434, 3.603, -6.594], [2.855, 5.229, -6.838], [2.122, 5.179, -4.348], [3.769, 4.850, -4.324], [2.720, 2.901, -3.026], [3.334, 2.430, -4.647], [1.959, 0.399, -4.549], [1.251, 0.875, -2.931], [0.175, 0.623, -4.244], [-0.921, 3.022, -4.324], [-0.185, 2.855, -2.782], [0.095, 4.213, -3.661], [2.197, 2.365, -8.162], [1.917, 4.037, -8.779], [0.663, 2.706, -8.523], [-0.126, 1.038, -6.658], [4.067, -1.793, -1.998], [5.130, -2.343, -2.945], [5.687, -3.629, -2.262], [6.761, -4.241, -3.165], [6.155, -4.573, -4.494], [5.475, -3.364, -5.195], [4.579, -2.766, -4.196], [3.786, -1.716, -4.696], [6.500, -2.402, -5.819], [4.646, -4.034, -6.352], [6.252, -1.219, -2.971], [3.711, -0.768, -2.122], [4.468, -1.862, -0.981], [3.207, -2.480, -1.955], [6.125, -3.369, -1.293], [4.860, -4.305, -2.094], [7.154, -5.151, -2.760], [7.666, -3.694, -3.270], [5.309, -5.355, -4.261], [6.896, -4.956, -5.210], [6.878, -2.754, -6.761], [6.106, -1.374, -5.887], [7.351, -2.328, -5.122], [5.377, -4.390, -7.054], [4.015, -4.831, -5.943], [4.029, -3.267, -6.798], [6.111, -0.464, -3.754], [7.284, -1.652, -3.110], [6.193, -0.731, -2.007], [4.423, -1.017, -4.929], [0.151, -0.245, 4.246], [0.690, 0.375, 2.937], [2.181, 0.098, 2.785], [2.626, 0.327, 1.352], [1.830, -0.518, 0.402], [0.339, -0.129, 0.487], [-0.034, -0.388, 1.880], [-1.410, -0.262, 2.002], [0.080, 1.318, 0.012], [-0.349, -1.088, -0.468], [0.416, 1.904, 2.933], [0.824, 0.028, 5.067], [0.188, -1.320, 4.111], [-0.845, 0.050, 4.554], [2.679, 0.818, 3.418], [2.415, -0.879, 3.235], [3.687, 0.368, 1.151], [2.204, 1.312, 1.175], [1.885, -1.583, 0.626], [1.998, -0.362, -0.646], [0.327, 1.437, -1.080], [-0.899, 1.658, 0.236], [0.672, 2.085, 0.478], [-1.418, -0.833, -0.544], [0.059, -0.978, -1.490], [-0.228, -2.047, -0.013], [-0.613, 2.229, 2.707], [1.019, 2.413, 2.225], [0.665, 2.365, 3.875], [-1.793, -1.163, 2.016]], "e_tot_ev": -117950.5648, "e_above_lowest_kcal_mol": 0.0, "molar_mass_g_mol": 1382.192, "lumo_energy_ev": 0.3, "max_force_ev_per_a": 3.2}

***

{"formula": "C5H2O", "method": "ωB97M-V with the def2-TZVPD basis set", "symbols": ["O", "C", "C", "C", "C", "C", "H", "H"], "coordinates": [[-1.415, 0.928, 0.023], [-0.192, 0.722, 0.028], [-0.304, 0.221, -1.306], [-0.442, -0.431, -2.305], [0.467, 0.262, 1.253], [0.886, -0.183, 2.295], [-0.259, -0.942, -3.213], [1.258, -0.577, 3.225]], "e_tot_ev": -7258.0377, "e_above_lowest_kcal_mol": 57.0, "molar_mass_g_mol": 78.070, "lumo_energy_ev": [-0.9, -0.9], "max_force_ev_per_a": 4.4}

***

{"formula": "C4H9NO", "method": "ωB97M-V with the def2-TZVPD basis set", "symbols": ["C", "C", "N", "C", "O", "C", "H", "H", "H", "H", "H", "H", "H", "H", "H"], "coordinates": [[-0.457, 0.148, 1.800], [1.715, 0.948, 0.107], [0.943, 0.152, -0.665], [-0.358, -0.046, -0.556], [-0.970, 0.544, 0.504], [-1.157, -0.862, -1.517], [0.106, 0.954, 2.287], [0.201, -0.729, 1.741], [-1.339, -0.091, 2.392], [1.232, 1.785, 0.588], [2.783, 0.861, 0.019], [1.412, -0.413, -1.367], [-0.528, -1.215, -2.345], [-1.986, -0.296, -1.963], [-1.596, -1.741, -1.025]], "e_tot_ev": -7828.6173, "e_above_lowest_kcal_mol": 85.4, "molar_mass_g_mol": 87.122, "lumo_energy_ev": 0.9, "max_force_ev_per_a": 0.4}

***

> Number 3 is which compound?

C7H19N2OSr